{"formula": "C5H6O", "method": "ωB97M-V with the def2-TZVPD basis set", "charge": 0, "energy_ha": -269.2047, "relative_energy_kj_mol": 371.5, "lumo_energy_ev": 0.8, "homo_lumo_gap_ev": 10.3, "smiles": "CC#C[C@H]1CO1", "symbols": ["C", "H", "C", "H", "C", "H", "O", "C", "H", "C", "H", "H"], "coordinates": [[0.80, 1.13, 0.27], [0.92, -1.82, 0.35], [0.95, 0.57, -0.79], [-0.60, 0.49, 1.44], [0.19, -0.58, -1.30], [0.03, -2.78, -0.95], [-0.87, -0.95, -0.40], [0.25, -1.81, -0.51], [0.77, 1.09, 2.42], [0.14, 1.31, 1.56], [-0.12, -0.61, -2.34], [-0.39, 2.25, 1.68]], "nbo_charge": [0.1123, 0.1844, -0.1381, 0.2738, 0.0041, 0.1853, -0.5006, -0.0934, 0.2328, -0.7045, 0.2077, 0.2362]}



{"formula": "C32H94N6O12", "method": "ωB97M-V with the def2-TZVPD basis set", "charge": 0, "energy_ha": -2506.8901, "relative_energy_kj_mol": 0.0, "lumo_energy_ev": 0.4, "homo_lumo_gap_ev": 9.4, "smiles": "COC[C@H](C)N.COC[C@H](C)N.COC[C@H](C)N.COC[C@H](C)N.COC[C@H](C)N.COC[C@H](C)N.CCO.CCO.CCO.CCO.O.O", "symbols": ["H", "H", "H", "H", "H", "H", "C", "O", "C", "H", "H", "H", "H", "C", "H", "C", "N", "H", "C", "H", "H", "H", "O", "H", "H", "C", "N", "H", "H", "C", "H", "O", "C", "H", "H", "N", "H", "H", "H", "H", "H", "H", "O", "N", "C", "H", "H", "H", "H", "C", "C", "H", "H", "C", "H", "H", "H", "C", "H", "H", "H", "C", "H", "O", "H", "H", "H", "H", "H", "H", "O", "H", "H", "H", "C", "C", "H", "H", "H", "H", "H", "C", "C", "C", "C", "O", "H", "H", "O", "H", "H", "H", "H", "C", "H", "H", "H", "H", "C", "C", "C", "C", "N", "H", "H", "O", "C", "H", "H", "H", "O", "H", "H", "C", "C", "H", "H", "H", "H", "H", "C", "H", "H", "H", "H", "O", "H", "O", "H", "H", "H", "H", "H", "H", "H", "H", "H", "C", "C", "C", "H", "H", "N", "H"], "coordinates": [[-5.06, 0.35, 0.07], [5.65, -0.46, -4.21], [8.12, -1.28, -2.58], [-6.56, -1.21, 2.94], [2.61, 2.28, -0.29], [0.82, 3.27, -4.66], [7.27, -1.45, -3.24], [-2.53, -4.24, -4.22], [-3.94, 3.64, 0.06], [-1.29, 2.75, 0.09], [3.70, -0.83, -3.22], [-0.39, 0.29, 4.66], [-3.47, 2.07, 1.25], [-3.19, 4.75, -0.64], [0.26, -5.74, -1.46], [0.57, 4.58, -2.94], [1.87, 0.61, 3.19], [8.18, 1.12, 0.55], [-1.53, 0.19, -0.23], [1.02, 2.29, -2.23], [3.51, -4.77, 1.06], [-1.62, -1.02, 6.55], [-1.66, -2.76, 2.84], [-0.27, -2.22, -2.82], [1.85, 3.36, 1.47], [2.60, -4.19, -1.39], [-2.99, 2.92, 0.93], [-1.84, -3.48, 0.30], [-3.41, -3.32, 1.06], [6.48, -0.19, -3.55], [-10.01, -2.80, 1.49], [-0.54, 2.37, -0.41], [6.01, 0.51, -2.31], [-2.39, 0.43, 0.37], [6.64, -2.19, -2.73], [7.30, 0.79, -4.29], [2.08, -2.60, 4.20], [8.02, 2.30, 1.85], [-2.70, 5.38, 0.13], [-0.52, -3.76, -4.53], [0.55, -5.92, -3.23], [-2.74, -4.47, 3.06], [1.01, 3.82, 1.38], [3.25, 2.11, 0.49], [-0.33, 1.07, 0.12], [-0.29, 4.12, -2.45], [-1.08, -4.72, 2.45], [-5.69, 4.89, 0.17], [5.69, 1.11, 0.83], [1.34, 3.56, -3.74], [4.33, 4.24, 0.07], [-2.80, -0.98, 3.12], [-8.60, -0.76, 0.01], [-1.26, -2.68, -2.84], [0.56, 0.65, -0.37], [-10.72, -1.24, 1.01], [-7.72, -2.16, 0.61], [1.24, -0.67, 3.57], [0.20, 5.37, -3.59], [-7.15, 0.60, 1.64], [1.32, -4.74, 0.26], [1.21, -2.60, -0.01], [2.39, 0.54, 2.33], [1.65, 2.40, -2.96], [-3.30, -3.85, -4.64], [-1.28, -2.78, 3.73], [0.55, -1.01, 2.78], [1.12, -0.13, 5.61], [-5.73, -1.95, 1.76], [-4.08, -0.32, 2.58], [6.88, 2.69, 0.14], [-1.20, -3.53, -2.15], [3.33, -5.00, -1.27], [2.86, -1.87, 2.85], [-5.13, 4.22, 0.83], [4.52, 2.74, -0.02], [-5.89, 3.47, 1.10], [-5.03, 5.65, -3.19], [-0.18, 1.02, 1.20], [1.20, 5.02, -2.16], [-1.70, -2.50, -4.94], [-2.53, -3.96, 1.00], [-6.04, -0.08, -0.09], [-4.60, 4.91, -2.50], [0.42, -0.43, 4.82], [1.63, -4.45, -2.38], [3.16, -1.19, 4.41], [5.68, 1.53, -2.54], [-3.98, 5.59, -1.46], [-1.03, -2.68, 6.74], [-2.03, -1.95, -2.60], [-5.91, -1.03, -0.63], [0.62, 3.39, 0.60], [3.73, -0.14, -2.37], [3.15, -3.30, -1.70], [7.57, -1.94, -4.16], [-2.93, 3.43, 1.81], [0.96, -2.21, 0.98], [-8.06, -1.14, 0.89], [1.97, -3.90, -0.04], [-0.74, -1.66, 6.45], [5.71, 2.21, 0.75], [-5.93, -1.03, 2.15], [3.44, 0.85, -2.74], [2.93, -0.35, -1.66], [-8.89, -1.13, 2.02], [-6.82, -0.33, 1.18], [-2.81, -4.94, 0.62], [2.34, 3.93, -4.00], [-0.04, -1.41, 7.27], [4.93, -0.16, -1.65], [-4.35, 2.92, -0.64], [1.75, -6.49, -2.09], [2.37, -1.63, 3.80], [0.99, -5.71, -2.27], [8.86, 2.82, 0.39], [-1.15, -0.82, -0.03], [7.92, 0.31, -4.93], [6.84, 0.52, -1.59], [3.33, 1.09, 0.44], [8.06, 2.19, 0.76], [0.31, -2.66, -0.62], [-2.33, 4.39, -1.23], [2.73, -3.63, 1.89], [-1.76, 0.21, -1.29], [-3.14, -0.15, 2.77], [-3.91, 4.31, -3.11], [-0.13, -1.70, 5.20], [3.63, 4.57, -0.71], [-4.85, 4.79, 1.72], [-5.43, 4.25, -2.20], [3.85, 4.53, 1.01], [-6.64, 0.48, -0.81], [4.59, 2.39, -1.05], [5.64, 2.59, 1.78], [1.85, -1.84, -0.47], [1.18, 1.34, 3.04], [-1.97, -4.09, 2.39], [-1.46, -3.30, -4.22], [-10.13, -1.75, 1.79], [7.96, 1.24, -3.66], [-10.70, -1.72, 2.72], [3.05, -3.87, 0.96], [5.22, 4.83, -0.11]], "mulliken_charge": [0.1692, 0.2320, 0.2897, 0.2821, -0.1686, 0.2374, -1.4190, -0.5445, 0.5685, 0.1926, 0.5432, 0.4143, -0.0164, -0.3095, 0.2515, -0.6262, -0.6719, 0.2776, -0.0253, 0.1517, 0.2670, 0.3435, -0.2560, 0.1641, 0.2516, -0.9468, -0.4384, -0.2583, -0.1316, 0.7285, 0.3090, -0.0298, -0.9290, -0.1116, 0.2919, -0.7559, 0.3965, 0.3213, 0.4425, 0.2876, 0.2509, 0.4031, -0.7464, -0.1135, 0.4742, -0.1501, 0.2982, 0.3851, 0.4402, -0.2895, -1.4662, 0.2001, 0.4333, -0.1075, -0.1097, 0.2989, 0.3219, 2.2739, 0.4349, 0.2764, 0.1125, 1.6422, 0.0220, -0.4477, 0.3082, 0.1548, -0.6503, 0.4304, 0.1751, 0.4052, -0.3398, -0.0491, 0.4621, 0.3452, -1.4693, 1.6172, 0.2409, 0.2868, -0.1195, 0.1801, 0.4014, -0.2077, -1.3562, -0.6854, -1.2645, -0.2222, 0.3875, 0.4105, -0.4184, 0.2874, 0.3325, 0.4046, 0.3825, -0.2968, 0.0530, 0.4493, 0.2541, -0.5020, -0.8282, 0.9400, -0.9752, -1.0055, -0.6070, 0.6473, -0.7904, -0.2968, 0.4429, 0.4401, 0.3269, 0.3488, -0.2286, 0.2745, 0.3797, -1.7706, -0.7809, 0.2627, -0.3177, 0.2803, 0.2445, 0.1607, -0.8093, -0.7229, -0.1910, 0.1086, 0.2963, -0.5225, 0.2889, -0.2553, 0.1856, 0.3882, 0.2353, 0.3509, 0.4321, -0.5026, 0.5515, -0.6677, 0.3544, -0.3764, -0.7385, -0.7552, 0.2420, 0.2570, -0.6990, 0.4027]}